No. 1
12
Properties=species:S:1:pos:R:3:forces:R:3 method="wB97M-V/def2-TZVPD" homo_energy_ev="-6.95 / -6.95" homo_lumo_gap_ev="6.1 / 5.9" charge=0 spin_multiplicity=2
O 0.351335 0.295814 1.207137 0.43 0.26 -0.27
C -0.975752 0.115237 1.192353 0.01 -0.91 0.36
C 1.052053 0.425523 -0.003505 1.56 -1.38 0.33
O -1.543066 -0.068448 2.281976 -0.42 0.23 0.08
O -1.588506 0.027607 0.083297 -1.49 0.84 2.70
C 1.519301 -0.681594 -0.661233 0.57 1.69 1.50
H 1.420348 1.445648 -0.141535 -0.42 -0.44 -0.20
H 0.238702 1.382428 -1.571114 -0.94 -0.37 -0.82
H 1.589933 -1.641626 -0.141830 -0.61 0.20 -0.52
H 2.094325 -0.499842 -1.574224 -0.21 -0.24 0.39
Hg -0.971811 -0.442388 -1.893106 0.70 -0.03 -3.58
Li -3.186864 -0.358360 1.221782 0.82 0.17 0.02

=====

No. 2
6
Properties=species:S:1:pos:R:3:forces:R:3 method="wB97M-V/def2-TZVPD" homo_energy_ev="-17.12 / -18.62" homo_lumo_gap_ev="8.1 / 11.2" charge=+1
C -0.945678 0.046916 -0.019634 2.58 3.85 0.45
O 1.643382 -0.357858 -0.069786 0.54 0.86 -1.63
O 0.803112 0.670822 0.101966 -2.49 -1.50 -1.02
H -1.732391 0.847134 0.209318 1.52 -1.23 -0.11
H -0.700924 -0.961168 -0.022041 -0.13 -1.91 0.09
H 2.402632 -0.082243 -0.778381 -2.02 -0.08 2.23

=====

No. 3
10
Properties=species:S:1:pos:R:3:forces:R:3 method="wB97M-V/def2-TZVPD" homo_energy_ev=-9.69 homo_lumo_gap_ev=10.2 charge=0 smiles="O=CN1CC1"
C 0.503389 -0.827274 1.120017 -3.76 1.31 -3.22
C -0.167665 0.972603 -0.177190 2.42 7.15 -3.03
C -0.334140 -0.159964 -1.106452 2.78 2.28 0.10
H 1.428931 -1.440000 1.335255 -1.42 0.35 0.82
H -0.874272 1.113691 0.513377 -2.74 -0.02 2.53
H 0.480834 1.953692 -0.203017 -2.03 -1.00 -1.38
H 0.061544 -0.273195 -2.083406 -0.22 0.20 -0.74
H -1.158428 -0.605018 -0.718407 -2.15 -2.23 0.38
N 0.771444 0.037069 -0.096449 2.69 -6.05 2.69
O -0.711637 -0.771604 1.416272 4.43 -1.99 1.85

=====

No. 4
45
Properties=species:S:1:pos:R:3:forces:R:3 method="wB97M-V/def2-TZVPD" homo_energy_ev="-1.07 / -1.20" homo_lumo_gap_ev="5.3 / 5.4" charge=-2 spin_multiplicity=6
Mn -0.299173 0.805959 -1.039781 7.56 0.95 -2.35
O 1.046337 -1.107160 -2.831252 0.01 0.10 0.29
C 0.902251 0.028167 -2.334843 3.52 -1.61 -3.42
N 1.496328 0.565696 -1.247808 2.98 0.24 0.92
C 2.739503 0.574669 -0.704667 -0.43 0.13 -0.95
O 3.762349 0.269275 -1.299973 0.36 -0.21 0.39
C 2.735800 1.119270 0.719114 -0.58 -0.14 -0.09
C 3.202271 0.359105 1.783058 0.02 -0.11 -0.19
C 2.852320 0.742933 3.069489 0.03 -0.09 0.06
C 2.111048 1.894380 3.260531 -0.16 0.17 -0.02
C 1.795299 2.655422 2.137796 0.10 -0.07 0.01
N 2.078570 2.266319 0.899015 -0.01 0.07 -0.08
C 0.004870 1.009942 -2.982504 1.37 0.45 -2.26
C -0.479963 0.733771 -4.276578 -0.60 0.40 -0.81
C -1.133107 1.730736 -4.946021 0.42 -0.63 0.24
C -1.246962 3.000561 -4.332631 -0.20 0.51 0.25
C -0.730616 3.201621 -3.075679 -0.50 -0.53 0.16
N -0.111686 2.226344 -2.380451 0.79 1.14 -1.65
H 3.751708 -0.551662 1.581452 -0.02 -0.01 0.04
H 3.104506 0.115449 3.914972 0.07 -0.02 0.02
H 1.730513 2.179631 4.236517 0.10 0.00 -0.12
H 1.252625 3.590631 2.230341 -0.05 -0.07 0.07
H -0.329800 -0.259304 -4.678513 -0.03 0.06 0.06
H -1.563325 1.531510 -5.920114 0.09 0.15 -0.07
H -1.746907 3.817962 -4.836078 0.05 0.02 -0.04
H -0.825857 4.139628 -2.540496 -0.04 0.07 -0.15
Se -1.881945 0.405438 4.500440 0.27 -1.43 0.25
Sb -2.185727 1.691147 2.483686 -2.24 1.02 4.48
Se -1.413540 1.130446 0.418718 -6.14 2.98 8.31
Se -2.005874 0.014495 -1.726189 -7.32 -3.70 -3.48
Se -1.902494 3.769879 3.651072 0.31 1.50 -0.41
F -1.548803 -5.672346 2.061567 -0.02 0.18 0.05
C -2.289733 -4.523556 1.988113 0.05 -0.55 -0.01
F -3.360489 -4.860216 1.232983 -0.03 0.18 0.06
F -2.731622 -4.288728 3.225867 -0.02 0.15 0.01
C -1.486940 -3.415698 1.391515 0.15 0.23 -0.07
C -0.924276 -2.399539 2.153821 -0.09 -0.46 0.17
C -0.131843 -1.482812 1.497032 0.23 0.99 -1.04
N 0.067423 -1.433002 0.159764 -0.20 -2.04 1.13
C -0.447950 -2.460906 -0.530407 0.39 0.11 -0.09
C -1.222513 -3.457660 0.033106 -0.03 -0.16 0.09
H -1.110805 -2.273086 3.213310 0.00 -0.05 -0.05
H 0.304321 -0.637613 2.019644 -0.08 -0.15 0.29
H -0.201687 -2.504221 -1.585474 -0.07 0.27 0.00
H -1.624407 -4.242875 -0.593466 0.00 -0.01 0.02

=====

No. 5
15
Properties=species:S:1:pos:R:3:forces:R:3 method="wB97M-V/def2-TZVPD" homo_energy_ev=-7.22 homo_lumo_gap_ev=8.3 charge=0
C -1.922839 -0.351211 -0.205246 0.03 0.02 -0.06
N -0.624327 -0.237223 -0.323125 -0.12 0.07 0.03
C 0.417626 -1.189537 0.117103 0.05 -0.21 0.10
C 1.469113 -0.223854 -0.506115 -0.09 -0.23 -0.25
O 2.468327 0.271148 0.353357 -0.06 0.19 0.20
C 0.284003 0.639403 -0.796163 -0.11 0.05 -0.11
H -2.319430 -1.227730 0.287704 0.09 0.12 -0.07
H -1.367575 1.679436 1.463516 0.05 0.03 0.00
H -2.562753 0.403158 -0.642917 0.09 -0.10 0.05
H 0.290317 -2.169832 -0.350064 0.04 0.13 0.06
H 0.464080 -1.274355 1.206161 0.00 0.03 -0.16
H 2.007753 -0.663377 -1.353867 -0.08 0.07 0.10
H 2.029647 0.905567 0.937818 0.14 -0.07 -0.05
H -0.704283 1.933431 1.222349 -0.07 0.00 0.04
H 0.070347 1.504975 -1.410516 0.05 -0.11 0.10

=====

No. 6
77
Properties=species:S:1:pos:R:3:forces:R:3 method="wB97M-V/def2-TZVPD" homo_energy_ev="0.44 / -0.75" homo_lumo_gap_ev="3.8 / 5.0" charge=-2 spin_multiplicity=2
Cu -0.240244 0.943935 0.063026 0.99 -0.07 -1.41
S -1.318570 1.161548 2.044874 -1.72 -0.74 0.90
C -0.657500 2.542107 2.789623 -1.13 -0.39 0.41
C -1.316102 3.178808 3.834105 0.40 0.50 0.18
C -0.736196 4.311195 4.415376 -0.39 -0.20 0.17
C -1.426252 4.957892 5.492558 -0.35 0.72 0.89
N -1.974463 5.492956 6.367796 0.52 -0.62 -0.92
C 0.498932 4.793406 3.941807 0.41 0.19 -0.14
C 1.149414 4.140260 2.889996 -0.53 0.21 0.54
C 0.559653 3.016229 2.324464 1.40 0.54 -0.41
S 1.312560 2.185534 1.043325 2.89 0.35 0.84
C 1.117331 5.952122 4.515889 0.26 0.95 0.64
N 1.606920 6.893838 4.991470 -0.42 -0.97 -0.55
H -2.268219 2.790857 4.184026 0.15 0.14 -0.02
H 2.102791 4.495282 2.509861 -0.14 -0.01 0.14
C -3.975475 -3.093094 -0.675176 -0.28 0.24 -0.29
C -3.122896 -4.024597 0.140281 0.08 -0.52 0.38
C -3.564485 -5.336807 0.383329 0.66 0.24 0.32
C -2.786213 -6.216958 1.137895 0.13 0.33 -0.08
C -1.561005 -5.797928 1.655871 -0.23 0.22 -0.10
C -1.111169 -4.497176 1.422995 -0.92 -0.44 -0.18
C -1.883317 -3.600637 0.668504 0.52 -0.86 -0.17
Sb -1.156359 -1.590493 0.323022 -0.46 0.70 -0.20
C 0.790903 -1.670698 1.265784 0.33 -0.89 0.55
C 1.944749 -1.650064 0.470104 0.33 -0.47 0.77
C 3.210909 -1.694306 1.056589 -0.36 -0.06 0.20
C 3.336999 -1.749818 2.444855 -0.50 0.05 -0.05
C 2.197678 -1.752080 3.251658 0.22 0.06 -0.76
C 0.916439 -1.707599 2.674835 0.19 -0.08 -0.36
C -0.295352 -1.680220 3.568450 -0.27 -0.10 0.38
C -0.672346 -1.784324 -1.785326 0.55 -1.05 -0.31
C -1.080843 -0.695927 -2.569786 -0.72 -1.32 -1.05
C -0.834076 -0.669143 -3.942080 0.26 -0.36 -0.13
C -0.173702 -1.733673 -4.550953 0.02 0.13 0.50
C 0.236734 -2.829226 -3.789249 -0.25 0.42 0.06
C -0.008053 -2.875733 -2.403472 -0.30 0.73 -0.25
C 0.425866 -4.096272 -1.640728 0.07 -0.55 0.02
H -4.915277 -3.582590 -1.008275 0.53 0.21 0.20
H -3.419590 -2.767681 -1.578867 -0.34 0.04 0.46
H -4.245848 -2.203511 -0.068516 0.20 -0.33 -0.48
H -4.512217 -5.681642 -0.011398 -0.08 0.09 -0.08
H -3.133177 -7.225979 1.319655 -0.03 -0.06 0.00
H -0.957660 -6.482536 2.237846 0.04 -0.06 0.04
H -0.156310 -4.196205 1.826507 0.18 0.13 -0.03
H 1.866583 -1.597786 -0.605859 -0.06 -0.10 -0.01
H 4.096383 -1.683019 0.434241 0.03 0.02 -0.06
H 4.319383 -1.782316 2.897997 0.06 0.02 0.04
H 2.317011 -1.782584 4.327572 -0.13 0.04 0.06
H -0.013199 -1.702213 4.642543 -0.07 -0.03 -0.58
H -0.947887 -2.552839 3.373200 0.15 0.37 0.11
H -0.872087 -0.749542 3.384631 0.26 -0.59 0.12
H -1.592969 0.140565 -2.111109 -0.91 -0.58 -0.50
H -1.154753 0.178549 -4.533756 -0.12 0.04 0.01
H 0.017075 -1.712309 -5.616584 0.03 -0.03 -0.09
H 0.739480 -3.647851 -4.289171 0.07 -0.13 0.11
H 0.953177 -4.821250 -2.296234 -0.22 0.48 0.24
H -0.460642 -4.620005 -1.240893 0.49 0.20 0.05
H 1.111746 -3.831794 -0.816492 -0.42 -0.18 -0.16
C 3.265142 4.881961 -1.735063 0.21 0.09 0.16
C 1.998932 4.254061 -2.226071 -0.02 0.09 1.37
C 1.751482 3.993447 -3.513694 -1.92 -1.00 -1.03
C 0.438643 3.368464 -3.797485 1.35 0.48 -0.19
N -0.444286 3.074341 -2.897424 0.39 -0.07 -0.25
C -0.159191 3.354782 -1.585607 -1.08 0.47 0.81
S -1.203064 3.031022 -0.314505 -0.81 1.67 -1.68
N 1.052051 3.935596 -1.287398 0.76 0.77 -1.19
C 0.113850 3.055502 -5.236036 -0.05 0.00 0.07
H 3.956910 5.099014 -2.555894 -0.26 -0.10 0.04
H 3.776709 4.213771 -1.034388 -0.16 0.08 0.02
H 3.050153 5.824645 -1.220929 0.02 -0.14 0.04
H 2.438223 4.209911 -4.319338 0.04 0.02 0.14
H 1.220228 4.125030 -0.306025 0.12 -0.38 0.10
H 0.927943 3.345242 -5.905317 -0.07 -0.02 0.07
H -0.791845 3.595850 -5.526787 0.04 -0.15 -0.01
H -0.063462 1.981050 -5.339920 -0.05 0.15 -0.02
H 1.107203 0.148221 -0.477549 -0.91 0.51 -0.43
H -0.719882 0.703436 -1.503212 1.36 1.00 2.01

=====

No. 7
8
Properties=species:S:1:pos:R:3:forces:R:3 method="wB97M-V/def2-TZVPD" homo_energy_ev=-9.09 homo_lumo_gap_ev=8.7 charge=0
C -1.003879 -0.337788 0.190167 1.48 -4.55 -0.38
C 0.192975 -0.857608 -0.263339 -1.55 -0.87 0.84
C 1.230049 -1.387131 -0.398492 3.36 -3.57 -2.88
H 0.358606 3.047634 0.912832 -0.63 -2.99 -2.78
H -1.687014 -0.889157 0.724540 -1.88 -1.78 0.59
H 1.744561 -2.141046 -1.040459 0.19 1.23 1.39
N -1.128414 0.840657 0.189892 -0.63 9.38 0.82
S 0.293116 1.724439 -0.315143 -0.33 3.15 2.41

=====

| no. | total energy (eV) |
| --- | --- |
| 1 | -13695.069 |
| 2 | -5164.131 |
| 3 | -6725.800 |
| 4 | -336307.046 |
| 5 | -7827.706 |
| 6 | -126470.305 |
| 7 | -15478.995 |